1.
{"formula": "H23O12Tl", "method": "wB97M-V/def2-TZVPD", "symbols": ["Tl", "O", "H", "O", "H", "H", "O", "H", "H", "O", "H", "H", "O", "H", "H", "O", "H", "H", "O", "H", "H", "O", "H", "H", "O", "H", "H", "O", "H", "H", "O", "H", "H", "O", "H", "H"], "positions_angstrom": [[-1.41, 1.66, 1.15], [-0.41, 0.61, -0.26], [-0.17, -0.33, -0.38], [1.67, 1.05, -1.91], [2.32, 0.34, -1.82], [0.92, 0.83, -1.37], [0.28, -2.41, 0.53], [0.33, -3.26, 0.13], [-0.38, -2.45, 1.16], [0.34, -1.67, -2.15], [1.27, -1.60, -2.21], [0.21, -2.35, -1.52], [-0.02, 3.36, 0.87], [0.41, 3.99, 1.44], [0.28, 3.51, -0.04], [-1.56, -0.13, 2.40], [-2.35, -0.59, 2.53], [-0.88, -0.73, 2.71], [-1.50, 0.91, -2.72], [-0.91, 0.31, -3.16], [-1.34, 0.87, -1.80], [2.53, -0.80, 0.59], [1.77, -1.36, 0.42], [2.87, -1.32, 1.30], [2.93, 1.79, 0.40], [2.97, 0.85, 0.47], [2.29, 1.73, -0.28], [-3.16, 0.24, 0.18], [-2.80, -0.47, -0.36], [-4.10, 0.16, 0.04], [0.75, 1.15, 2.17], [1.40, 1.20, 1.53], [1.04, 1.77, 2.82], [-2.17, -2.17, -1.13], [-1.27, -1.99, -1.41], [-2.14, -2.66, -0.31]], "total_charge": 2, "max_force_ha_per_bohr": 0.0819, "homo_lumo_gap_ev": 4.5286, "e_above_lowest_kcal_mol": 24.7, "homo_energy_ev": -16.5}

---

2.
{"formula": "C5H14N", "method": "wB97M-V/def2-TZVPD", "symbols": ["C", "N", "H", "H", "H", "H", "H", "H", "C", "C", "C", "C", "H", "H", "H", "H", "H", "H", "H", "H"], "positions_angstrom": [[-1.66, 2.36, 0.33], [-0.35, 1.70, -0.03], [-2.14, 1.79, 1.12], [-1.47, 3.38, 0.65], [-2.29, 2.36, -0.55], [-0.49, 0.69, -0.23], [0.31, 1.74, 0.74], [0.08, 2.11, -0.86], [1.82, -0.79, 0.95], [1.17, -1.83, -0.01], [-0.24, -1.54, -0.21], [-0.81, -1.30, -1.48], [1.21, -0.48, 1.80], [2.77, -1.17, 1.32], [2.08, 0.09, 0.35], [1.26, -2.85, 0.41], [1.71, -1.81, -0.96], [-0.89, -1.78, 0.63], [-1.89, -1.37, -1.62], [-0.19, -1.28, -2.37]], "total_charge": 2, "max_force_ha_per_bohr": 0.0329, "homo_lumo_gap_ev": [11.2803, 7.7816], "multiplicity": 2, "e_above_lowest_kcal_mol": 15.5, "homo_energy_ev": [-20.8, -21.0]}